(1)
The following is a quantum chemistry calculation of an isolated molecule of C10H15FNPS at a distorted geometry, from OMol25.

Each line ends with the natural charge from an NBO analysis.
Cartesian coordinates (Å):
S1 0.25726 0.85379 3.80307  -0.474
P1 0.82646 0.00238 2.15578  1.588
F1 2.33078 -0.59927 2.07144  -0.570
N1 1.15305 1.21531 0.44128  -0.603
C1 -1.50234 -1.73557 1.94268  -0.172
C2 0.08040 2.21952 0.42045  -0.237
C3 0.60435 -2.58314 0.95880  -0.192
C4 -1.46564 -3.79694 0.67860  -0.192
C5 -0.12465 -3.60517 0.38370  -0.205
C6 -1.23636 1.44560 0.45120  -0.612
C7 2.18970 1.44510 -1.59788  -0.604
C8 -0.10656 -1.52467 1.56320  -0.408
C9 -2.11861 -2.84766 1.36995  -0.217
C10 1.35105 0.51124 -0.67177  -0.251
H1 1.70542 -2.61267 0.78326  0.240
H2 -1.13605 0.80642 -0.41059  0.209
H3 0.31610 3.01009 1.13907  0.216
H4 3.16296 1.70064 -1.13185  0.218
H5 -1.99541 -4.60355 0.21935  0.219
H6 0.44277 0.07887 -1.34745  0.140
H7 0.24465 2.79364 -0.55504  0.201
H8 -1.97858 -1.06449 2.63780  0.240
H9 1.90921 -0.47881 -0.61334  0.219
H10 2.27826 1.10951 -2.70931  0.210
H11 -3.16929 -2.89313 1.53841  0.215
H12 0.38060 -4.45476 -0.08653  0.216
H13 -1.15486 0.72491 1.26155  0.194
H14 1.56173 2.41362 -1.69344  0.191
H15 -2.10291 2.02041 0.37112  0.219

Results
- lowest unoccupied orbital energy (eV) = 0.03
- total energy (hartree) = -1284.161334
- energy relative to the best compared isomer or geometry (same formula, charge and spin) (kcal per mole) = 36.4
- structure (SMILES) = CCN(CC)[P@@](F)(=S)c1ccccc1
- net charge = 0



(2)
The following is a quantum chemistry calculation of an isolated molecule of C21H28FN3O2S at a distorted geometry, from OMol25.

Each line ends with the natural charge from an NBO analysis.
Cartesian coordinates (Å):
S1 0.78640 1.39806 -0.34758  -0.254
F1 1.32908 5.60526 4.58920  -0.328
O1 0.59274 -1.66531 3.04289  -0.622
O2 -3.76187 0.22140 -4.13073  -0.522
N1 0.68619 -1.10425 -1.67926  -0.575
N2 -0.94948 -0.01415 -4.20096  -0.445
N3 0.82098 0.69496 2.16175  -0.574
C1 0.65403 -2.05191 1.87300  0.583
C2 0.40370 2.17377 3.96228  -0.207
C3 -2.93706 1.14210 -3.45230  -0.072
C4 -1.79323 -0.98270 -4.87219  -0.251
C5 1.81014 4.22409 2.73907  -0.275
C6 0.57179 -1.79856 -0.56259  0.415
C7 0.76819 0.25906 0.89420  0.188
C8 -0.11600 -4.01622 0.51110  -0.034
C9 1.69058 3.00186 2.10446  -0.202
C10 -3.10128 -0.28972 -5.26245  -0.069
C11 -1.61968 0.49702 -3.01926  -0.260
C12 1.21514 4.40823 3.97215  0.390
C13 0.97016 1.96833 2.70047  0.134
C14 0.77604 -3.54219 1.64940  -0.486
C15 0.42363 -0.41138 -4.01539  -0.207
C16 -1.57997 -3.68345 0.80622  -0.616
C17 0.35589 -3.27559 -0.73793  -0.460
C18 0.51742 3.39097 4.60006  -0.277
C19 0.65667 -1.18861 0.70573  -0.399
C20 0.68361 -1.57661 -3.03656  -0.248
C21 0.03233 -5.52470 0.30871  -0.597
H1 0.66555 -0.05326 2.85923  0.444
H2 -3.50394 1.48149 -2.58437  0.196
H3 -2.87640 0.52565 -5.96598  0.166
H4 -2.22327 -4.05173 0.00954  0.210
H5 -0.07891 -2.34573 -3.19108  0.199
H6 0.97874 0.46627 -3.67242  0.208
H7 -0.31158 -6.05817 1.19114  0.216
H8 2.17110 2.85608 1.15226  0.245
H9 1.82237 -3.76365 1.41821  0.225
H10 -1.28530 -1.34199 -5.76970  0.203
H11 2.36454 5.02951 2.28436  0.229
H12 -1.72414 -2.60938 0.89792  0.219
H13 -1.83989 -0.30109 -2.28973  0.167
H14 1.30219 -3.70646 -1.08418  0.234
H15 0.52707 -4.03876 2.58861  0.234
H16 -0.55912 -5.85612 -0.54224  0.209
H17 -0.13037 1.36410 4.43746  0.220
H18 1.65829 -2.02451 -3.26875  0.202
H19 -0.98833 1.24780 -2.54285  0.225
H20 -1.89133 -4.14829 1.73839  0.218
H21 -2.03935 -1.84722 -4.22934  0.161
H22 0.82289 -0.07942 -1.53517  0.411
H23 0.07709 3.55879 5.57005  0.230
H24 -0.37482 -3.42897 -1.53586  0.227
H25 0.81087 -0.69627 -4.99747  0.205
H26 -3.79041 -0.99578 -5.72946  0.191
H27 -2.71878 1.99824 -4.10711  0.166
H28 1.07164 -5.79329 0.13119  0.207

Results
- lowest unoccupied orbital energy (eV) = 0.42
- total energy (hartree) = -1629.826045
- energy relative to the best compared isomer or geometry (same formula, charge and spin) (kcal per mole) = 19.3
- structure (SMILES) = CC1(C)CC(=O)C(C(=S)Nc2ccc(F)cc2)=C(NCCN2CCOCC2)C1
- net charge = 0



(3)
The following is a quantum chemistry calculation of a structure of composition C43H55MnN7O3S2SeSi2Te at a distorted geometry, from OMol25.

Each line ends with the Mulliken spin population.
Cartesian coordinates (Å):
Te1 2.04561 2.04734 1.15177  0.082
Se1 -3.69405 1.34751 -1.63066  0.024
Mn1 -0.59367 0.59977 -0.46094  4.736
S1 -0.31869 0.90522 -3.87111  0.014
S2 2.03878 -0.66380 -1.82198  0.015
Si1 3.52406 1.35460 4.10494  0.000
Si2 4.44342 3.45417 -0.85913  0.001
O1 1.62961 -5.39353 4.02090  0.000
O2 -0.31503 1.32993 -2.40984  0.024
O3 -0.21587 -5.05539 5.17709  0.000
N1 -0.49079 0.27004 1.67150  -0.076
N2 0.69904 -3.34634 -1.53800  0.013
N3 0.52956 -1.04196 -1.11124  -0.056
N4 -1.22499 2.39025 0.25190  -0.020
N5 -1.96629 -1.30475 -0.27048  -0.019
N6 -6.39830 0.54806 -1.52357  0.001
N7 -5.18304 -0.95454 -2.52065  0.001
C1 4.01849 -4.70581 -2.41875  -0.002
C2 3.51098 0.91706 2.23090  0.005
C3 -1.68142 -3.65187 0.09014  0.001
C4 0.06343 -2.25114 -1.07012  0.013
C5 5.05707 0.55326 4.83616  0.001
C6 -1.95750 3.55589 2.21968  0.006
C7 -0.77600 -2.61665 3.99251  0.002
C8 -2.07278 4.62025 0.09311  -0.008
C9 -3.10727 -1.37249 0.41046  0.061
C10 -7.06517 -2.56339 -3.08688  0.000
C11 2.06593 -3.40949 -1.88391  -0.005
C12 -2.29029 4.66028 1.46377  0.008
C13 -4.05332 -1.65041 -3.09237  0.001
C14 1.27203 -2.77848 2.76089  0.001
C15 0.38440 -3.32373 3.68625  0.002
C16 5.39677 1.83123 -0.75868  0.000
C17 -8.64720 -0.60959 -1.75651  0.000
C18 2.67177 -4.63880 -2.08883  0.002
C19 -5.14107 0.24538 -1.90571  0.006
C20 -8.43314 -2.71676 -2.93871  0.000
C21 3.50542 3.22388 4.32885  0.000
C22 0.56849 -4.64795 4.37283  0.000
C23 -3.60228 -2.54271 0.95678  -0.002
C24 2.81614 -2.24959 -2.00308  0.010
C25 -2.87281 -3.70926 0.78908  0.000
C26 -1.62066 1.88409 -4.64669  0.003
C27 -1.54260 3.47061 -0.46182  0.043
C28 4.16484 -2.31230 -2.30207  -0.001
C29 -1.25047 -2.42999 -0.41953  0.024
C30 0.96887 -1.59508 2.11764  -0.006
C31 5.52062 4.98734 -0.98709  0.000
C32 3.22382 3.34435 -2.29523  0.004
C33 -9.20989 -1.75977 -2.28229  0.000
C34 -1.08146 -1.43107 3.35715  -0.002
C35 1.90790 0.64378 4.77137  0.000
C36 -6.49947 -1.41612 -2.55217  0.000
C37 4.76754 -3.54564 -2.51738  0.002
C38 -1.42415 2.43320 1.59196  0.048
C39 3.36578 3.67450 0.69883  0.003
C40 -0.22309 -0.91396 2.38169  -0.006
C41 -7.27901 -0.45514 -1.90913  0.000
C42 -1.05180 1.24341 2.30959  0.016
C43 1.06276 1.77998 -4.62933  0.001
H1 4.73770 -1.39625 -2.38270  0.000
H2 -2.58002 1.45212 -4.37749  0.001
H3 0.97115 1.69276 -5.71156  0.001
H4 2.72402 4.54716 0.56219  0.001
H5 4.90405 5.88702 -1.02813  0.000
H6 -1.48385 1.85259 -5.72694  0.000
H7 -2.10018 3.53514 3.29234  0.000
H8 -6.47178 -3.30316 -3.60735  0.000
H9 2.08113 -5.54407 -1.99929  0.000
H10 -4.02680 -2.67725 -2.72645  0.000
H11 1.82290 0.79667 5.84901  0.000
H12 5.06538 -0.52569 4.67233  0.000
H13 6.13116 1.83438 0.04905  0.000
H14 -1.56201 2.90491 -4.27318  0.000
H15 6.19254 5.08494 -0.13295  0.000
H16 4.47509 -5.66901 -2.59818  0.000
H17 -4.53363 -2.54160 1.50559  0.000
H18 3.25670 -0.13861 2.12572  0.000
H19 1.06170 1.14531 4.29649  0.000
H20 -6.63399 1.41785 -1.07759  0.000
H21 2.21662 -3.25351 2.52092  0.000
H22 -1.07821 -4.54400 -0.01195  0.001
H23 4.48196 1.08722 1.76746  0.000
H24 -2.00843 -0.92158 3.59104  0.001
H25 -2.71171 5.54151 1.92768  0.000
H26 -1.36895 3.39468 -1.52741  0.004
H27 5.96971 0.96588 4.40373  0.000
H28 4.71364 0.99255 -0.59940  0.000
H29 1.03908 2.82288 -4.32093  0.000
H30 3.71240 2.96158 -3.19380  0.000
H31 -1.43775 -3.03653 4.73904  0.000
H32 -8.91226 -3.59670 -3.34502  0.000
H33 2.81226 4.32755 -2.53581  0.000
H34 -1.20891 1.17751 3.38270  0.008
H35 -3.22282 -4.64318 1.20857  0.000
H36 1.81950 -0.42894 4.58164  0.000
H37 3.98465 3.84806 1.57885  0.001
H38 -3.14226 -1.13509 -2.79621  0.004
H39 0.21504 -4.22729 -1.50017  -0.002
H40 5.94067 1.65103 -1.68890  0.000
H41 1.67493 -1.15505 1.42488  0.018
H42 -3.64571 -0.43585 0.50968  -0.008
H43 6.13518 4.96723 -1.88939  0.000
H44 -2.32004 5.46348 -0.53511  0.000
H45 5.81894 -3.59443 -2.76365  0.000
H46 -4.13063 -1.66352 -4.18040  0.000
H47 3.40746 3.47730 5.38672  0.000
H48 2.65993 3.67034 3.80294  -0.001
H49 -10.27522 -1.91787 -2.18835  0.000
H50 4.42135 3.69713 3.97069  0.000
H51 5.09957 0.72166 5.91437  0.000
H52 2.39714 2.67836 -2.03515  0.001
H53 -9.24732 0.13166 -1.24637  0.000
H54 1.98466 1.30708 -4.30389  0.000
H55 2.23477 -4.94422 3.42621  0.000

Results
- lowest unoccupied orbital energy (spin up / spin down) (eV) = -5.85 / -5.96
- total energy (hartree) = -7476.110728
- multiplicity = 6
- energy relative to the best compared isomer or geometry (same formula, charge and spin) (kcal per mole) = 0.0
- net charge = +2



(4)
The following is a quantum chemistry calculation of an isolated molecule of C21H22N4O4S at a distorted geometry, from OMol25.

Each line ends with the natural charge from an NBO analysis.
Cartesian coordinates (Å):
S1 -3.87436 0.47289 -1.55046  2.332
O1 0.51253 1.98335 -2.65928  -0.640
O2 4.27005 -1.41577 4.86534  -0.492
O3 -4.72430 1.38334 -2.25748  -0.939
O4 -4.44574 -0.44572 -0.61065  -0.939
N1 -0.58740 0.05579 -3.01201  -0.420
N2 1.98098 1.01479 -0.63987  -0.296
N3 2.42570 0.58569 0.51981  -0.258
N4 -3.13650 -0.46957 -2.71386  -0.675
C1 -0.85297 -1.34713 -2.82928  -0.237
C2 -0.66447 2.82538 0.63970  -0.146
C3 -2.09454 0.90779 0.49247  -0.197
C4 1.04313 -2.65568 3.82075  -0.188
C5 0.65591 -0.63799 -0.12396  -0.335
C6 -1.38926 0.66486 -4.05580  -0.239
C7 -1.19803 3.32466 -0.53839  -0.195
C8 1.81007 -1.13521 2.12968  0.026
C9 0.91321 0.31287 -1.09714  0.067
C10 0.26710 0.83372 -2.31217  0.646
C11 2.19417 -2.44174 4.54952  -0.258
C12 2.97361 -0.91276 2.86653  -0.325
C13 -2.82477 0.09808 -3.99702  -0.247
C14 -1.11802 1.62510 1.16387  -0.226
C15 5.28870 -0.54299 4.44004  -0.252
C16 -2.60084 1.40227 -0.69393  -0.346
C17 -2.27346 -1.53512 -2.26359  -0.227
C18 -2.17753 2.61124 -1.20886  -0.199
C19 1.63195 -0.42566 0.87159  0.155
C20 0.84217 -2.00940 2.61286  -0.253
C21 3.17145 -1.56285 4.07513  0.319
H1 -1.36728 1.74303 -3.88811  0.243
H2 -0.10003 -1.79743 -2.18632  0.236
H3 -2.62917 2.98430 -2.11424  0.236
H4 -0.84946 4.26397 -0.93766  0.223
H5 -0.71105 1.24756 2.08989  0.226
H6 -2.28421 -1.51162 -1.17364  0.220
H7 4.92265 0.48375 4.34105  0.178
H8 0.10339 3.37863 1.15939  0.212
H9 0.29144 -3.33284 4.19818  0.215
H10 -3.56179 0.88081 -4.17337  0.256
H11 -2.95770 -0.68210 -4.75440  0.199
H12 2.38632 1.81201 -1.10887  0.431
H13 -0.12539 -1.36710 -0.09681  0.225
H14 -2.67964 -2.50157 -2.58699  0.205
H15 6.05178 -0.58113 5.21592  0.200
H16 -0.06771 -2.17859 2.05883  0.203
H17 -0.94292 0.46252 -5.03708  0.199
H18 3.69571 -0.22421 2.46053  0.237
H19 2.36346 -2.93917 5.49112  0.224
H20 -0.78931 -1.82348 -3.81492  0.198
H21 -2.49031 -0.01549 0.88552  0.239
H22 5.72268 -0.86608 3.48843  0.178

Results
- lowest unoccupied orbital energy (eV) = 0.51
- total energy (hartree) = -1731.602606
- energy relative to the best compared isomer or geometry (same formula, charge and spin) (kcal per mole) = 64.6
- structure (SMILES) = COc1cccc(-c2cc(C(=O)N3CCN(S(=O)(=O)c4ccccc4)CC3)[nH]n2)c1
- net charge = 0